1.
Formula: C17H34BIO14S
Source: the OMol25 dataset
Level of theory: ωB97M-V/def2-TZVPD

Geometry (Å):
1 C -0.903 -1.968 0.330
2 C -1.621 -0.885 1.144
3 I -2.983 -1.764 2.563
4 C -0.675 0.134 1.781
5 C 0.005 -0.252 3.076
6 C 0.817 0.898 3.654
7 C 1.198 0.598 5.106
8 C 1.295 -0.914 5.388
9 C 2.151 -1.264 6.621
10 B 1.407 -2.365 7.476
11 O 0.411 -1.991 8.381
12 O 1.756 -3.682 7.350
13 S 1.919 -1.785 3.960
14 O 3.214 -1.276 3.646
15 O 1.742 -3.186 4.153
16 O 0.922 -1.340 2.790
17 H 0.062 -2.223 0.750
18 H -1.520 -2.859 0.250
19 H -0.791 -1.582 -0.685
20 H -2.267 -0.336 0.465
21 H 0.122 0.351 1.064
22 H -1.231 1.051 1.975
23 H -0.729 -0.555 3.821
24 H 1.735 0.983 3.069
25 H 0.286 1.844 3.555
26 H 0.477 1.036 5.797
27 H 2.163 1.044 5.347
28 H 0.276 -1.294 5.506
29 H 2.337 -0.350 7.182
30 H 3.123 -1.648 6.307
31 H -0.446 -1.852 7.981
32 H 1.048 -4.256 7.058
33 C -1.389 2.170 -4.743
34 O -0.889 1.011 -4.068
35 C 0.433 0.852 -4.162
36 O 1.189 1.579 -4.750
37 O 0.764 -0.250 -3.492
38 C 2.164 -0.557 -3.503
39 H -2.463 2.167 -4.584
40 H -0.954 3.075 -4.323
41 H -1.171 2.120 -5.808
42 H 2.735 0.247 -3.043
43 H 2.512 -0.724 -4.520
44 H 2.272 -1.468 -2.923
45 C 0.000 4.056 0.096
46 O -0.967 5.101 0.204
47 C -1.805 4.963 1.229
48 O -1.801 4.060 2.026
49 O -2.647 5.992 1.222
50 C -3.613 5.973 2.278
51 H 0.616 4.292 -0.767
52 H 0.625 4.017 0.987
53 H -0.490 3.095 -0.054
54 H -3.121 6.006 3.247
55 H -4.237 5.084 2.210
56 H -4.220 6.862 2.141
57 C -0.466 -1.271 -6.443
58 O -0.451 -1.951 -7.700
59 C 0.096 -3.165 -7.653
60 O 0.561 -3.690 -6.676
61 O 0.042 -3.694 -8.874
62 C 0.601 -5.007 -8.970
63 H -0.923 -0.303 -6.627
64 H -1.056 -1.820 -5.712
65 H 0.548 -1.134 -6.073
66 H 0.064 -5.700 -8.325
67 H 1.655 -4.996 -8.701
68 H 0.487 -5.304 -10.008

Its SMILES is C[C@@H](I)C[C@@H]1CC[C@H](CB(O)O)S(=O)(=O)O1.COC(=O)OC.COC(=O)OC.COC(=O)OC. The frontier orbital gap is 9.69 eV. The energy comes out at -66459.947 eV.

2.
Formula: C17H34CsN5O2Sb
Source: the OMol25 dataset
Level of theory: ωB97M-V/def2-TZVPD

Geometry (Å):
1 Cs 1.275 -0.638 -0.509
2 C 5.401 -1.696 2.496
3 C 5.470 -0.678 1.365
4 C 5.627 -1.395 0.020
5 C 4.307 0.295 1.347
6 C 3.269 0.267 2.278
7 C 2.243 1.209 2.244
8 C 2.211 2.215 1.282
9 C 1.166 3.297 1.308
10 C 3.249 2.241 0.347
11 C 4.275 1.311 0.386
12 H 6.276 -2.345 2.460
13 H 4.520 -2.337 2.405
14 H 5.381 -1.219 3.477
15 H 6.369 -0.069 1.518
16 H 4.781 -2.061 -0.165
17 H 6.527 -2.010 0.023
18 H 5.708 -0.694 -0.810
19 H 3.277 -0.461 3.078
20 H 1.494 1.206 3.029
21 H 0.898 3.623 0.302
22 H 1.535 4.172 1.846
23 H 0.257 2.963 1.809
24 H 3.291 3.045 -0.380
25 H 5.095 1.404 -0.317
26 N -1.867 -2.686 -1.248
27 N -1.684 -4.052 -1.047
28 C -0.475 -4.574 -0.719
29 N -0.427 -5.896 -0.568
30 N 0.507 -3.687 -0.592
31 N 1.762 -4.148 -0.271
32 O 2.585 -3.255 -0.140
33 O 2.032 -5.334 -0.142
34 H -2.571 -2.329 -0.613
35 H -2.161 -2.514 -2.202
36 H -2.462 -4.679 -1.180
37 H -1.262 -6.451 -0.623
38 H 0.466 -6.301 -0.329
39 C -4.084 4.035 -0.200
40 C -2.976 3.175 0.395
41 Sb -2.333 1.456 -0.748
42 C -3.935 0.076 -0.252
43 C -5.282 0.661 0.154
44 C -2.953 2.048 -2.733
45 C -4.431 1.927 -3.082
46 H -4.275 4.909 0.425
47 H -5.019 3.483 -0.290
48 H -3.825 4.400 -1.195
49 H -3.262 2.791 1.378
50 H -2.077 3.771 0.564
51 H -3.532 -0.537 0.560
52 H -4.049 -0.587 -1.116
53 H -5.187 1.342 1.000
54 H -5.980 -0.125 0.449
55 H -5.738 1.219 -0.663
56 H -2.346 1.455 -3.420
57 H -2.608 3.079 -2.855
58 H -4.799 0.909 -2.941
59 H -4.609 2.193 -4.126
60 H -5.046 2.581 -2.467

The total charge is +1. The frontier orbital gap is 8.46 eV. The energy comes out at -36803.722 eV.

3.
Formula: C17H34NO5
Source: the OMol25 dataset
Level of theory: ωB97M-V/def2-TZVPD

Geometry (Å):
1 C -0.302 0.262 2.673
2 C -1.745 0.972 2.710
3 O -2.427 0.772 3.727
4 O -2.111 1.785 1.622
5 C -3.130 2.757 1.974
6 C -2.694 3.811 3.084
7 C -1.532 4.812 2.632
8 C -0.144 4.102 2.286
9 C 0.057 4.125 0.684
10 O 1.438 4.017 0.264
11 C 2.272 3.355 1.233
12 C 2.230 3.986 2.704
13 N 1.041 4.895 2.826
14 H -0.207 -0.509 1.833
15 H 0.543 1.035 2.597
16 H -0.130 -0.275 3.670
17 H -3.517 3.227 1.009
18 H -4.024 2.177 2.404
19 H -2.488 3.297 4.089
20 H -3.617 4.468 3.278
21 H -1.329 5.509 3.523
22 H -1.919 5.500 1.800
23 H -0.052 3.060 2.720
24 H -0.296 5.166 0.344
25 H -0.646 3.365 0.219
26 H 2.076 2.224 1.222
27 H 3.350 3.478 0.861
28 H 3.193 4.498 3.030
29 H 2.062 3.127 3.437
30 H 1.119 5.743 2.230
31 H 0.927 5.163 3.814
32 C -1.032 -1.231 -2.514
33 C -1.728 -2.503 -2.083
34 C -0.884 -2.939 -0.902
35 O -0.362 -1.744 -0.299
36 C -0.601 -0.641 -1.185
37 H -1.667 -0.557 -3.092
38 H -0.153 -1.476 -3.118
39 H -2.746 -2.275 -1.750
40 H -1.787 -3.260 -2.866
41 H -0.035 -3.549 -1.224
42 H -1.457 -3.503 -0.162
43 H -1.396 -0.025 -0.748
44 H 0.304 -0.034 -1.269
45 C 2.892 -6.229 -4.162
46 C 1.768 -6.793 -3.320
47 C 1.059 -5.535 -2.859
48 O 1.238 -4.556 -3.890
49 C 2.228 -5.032 -4.813
50 H 3.296 -6.938 -4.887
51 H 3.710 -5.897 -3.515
52 H 1.099 -7.391 -3.947
53 H 2.108 -7.418 -2.493
54 H 1.507 -5.139 -1.940
55 H -0.008 -5.694 -2.685
56 H 1.715 -5.316 -5.738
57 H 2.934 -4.231 -5.040

The total charge is +1. The frontier orbital gap is 7.85 eV. The energy comes out at -29898.911 eV.

4.
Formula: C17H34O19S
Source: the OMol25 dataset
Level of theory: ωB97M-V/def2-TZVPD

Geometry (Å):
1 C -0.039 -0.173 -1.053
2 C -0.789 -0.706 -2.243
3 O -2.095 -0.202 -2.053
4 S -2.287 0.887 -0.959
5 O -2.782 0.185 0.164
6 O -2.924 2.067 -1.412
7 O -0.773 1.016 -0.812
8 H 0.997 0.141 -1.185
9 H -0.070 -0.856 -0.217
10 H -0.801 -1.790 -2.302
11 H -0.442 -0.290 -3.226
12 C -2.320 3.511 2.224
13 O -0.945 2.993 2.312
14 C -0.138 3.774 2.997
15 O -0.517 4.689 3.687
16 O 1.122 3.285 3.065
17 C 2.036 4.286 3.476
18 H -2.903 3.055 3.044
19 H -2.562 3.152 1.239
20 H -2.162 4.586 2.155
21 H 2.904 3.725 3.789
22 H 1.605 4.910 4.254
23 H 2.273 4.936 2.630
24 C -4.823 -2.831 -0.695
25 O -4.763 -3.235 -2.062
26 C -3.484 -3.401 -2.480
27 O -2.495 -3.327 -1.785
28 O -3.530 -3.614 -3.748
29 C -2.312 -3.786 -4.435
30 H -5.855 -2.437 -0.662
31 H -4.069 -2.114 -0.336
32 H -4.827 -3.793 -0.128
33 H -2.457 -4.749 -4.894
34 H -1.581 -3.916 -3.655
35 H -2.180 -3.002 -5.177
36 C -0.437 -4.669 3.011
37 O 0.399 -3.626 2.443
38 C 0.234 -2.417 2.924
39 O -0.539 -2.139 3.895
40 O 0.875 -1.505 2.174
41 C 0.684 -0.133 2.603
42 H -0.273 -4.706 4.078
43 H 0.015 -5.539 2.567
44 H -1.446 -4.500 2.782
45 H 1.204 0.488 1.862
46 H 1.186 -0.063 3.592
47 H -0.375 0.136 2.740
48 C 3.013 -4.302 0.157
49 O 3.610 -2.974 0.587
50 C 2.936 -1.942 0.074
51 O 2.184 -2.014 -0.880
52 O 3.203 -0.702 0.660
53 C 4.058 -0.724 1.897
54 H 1.972 -4.129 -0.058
55 H 3.161 -4.839 1.148
56 H 3.515 -4.805 -0.656
57 H 3.667 -1.365 2.695
58 H 4.148 0.308 2.230
59 H 5.075 -1.032 1.517
60 C 0.029 4.056 -0.778
61 O 1.010 4.704 -1.551
62 C 1.236 4.136 -2.715
63 O 0.950 2.974 -2.973
64 O 1.956 4.930 -3.545
65 C 2.265 4.497 -4.881
66 H 0.400 3.102 -0.441
67 H -0.935 4.002 -1.282
68 H -0.096 4.645 0.114
69 H 3.331 4.483 -4.891
70 H 1.861 5.234 -5.593
71 H 1.909 3.453 -5.022

Its SMILES is O=S1(=O)OCCO1.COC(=O)OC.COC(=O)OC.COC(=O)OC.COC(=O)OC.COC(=O)OC. The frontier orbital gap is 11.04 eV. The energy comes out at -67915.411 eV.

5.
Formula: C17H34O2P2Pd
Source: the OMol25 dataset
Level of theory: ωB97M-V/def2-TZVPD

Geometry (Å):
1 P -0.688 -1.985 -0.264
2 P 0.308 1.486 -1.902
3 C -1.330 -1.021 -1.787
4 C -0.477 -0.052 -2.625
5 H -2.321 -0.617 -1.528
6 H -1.567 -1.845 -2.486
7 H 0.300 -0.609 -3.184
8 H -1.134 0.303 -3.440
9 C -0.950 2.634 -2.851
10 H -0.977 3.660 -2.505
11 H -1.964 2.242 -2.790
12 H -0.698 2.661 -3.909
13 C 1.534 2.238 -3.096
14 H 1.165 2.230 -4.126
15 H 2.510 1.758 -3.174
16 H 1.738 3.285 -2.854
17 C -2.267 -2.922 0.042
18 H -2.063 -3.801 0.708
19 H -2.714 -3.194 -0.929
20 H -2.897 -2.197 0.602
21 C 0.297 -3.095 -1.442
22 H 1.160 -2.532 -1.847
23 H -0.372 -3.388 -2.269
24 H 0.654 -4.019 -0.947
25 Pd -1.453 -2.321 2.177
26 C 1.251 2.910 -0.451
27 C -0.086 2.382 -0.319
28 C -0.484 1.262 0.736
29 C 0.563 0.183 1.002
30 C 1.194 -0.438 -0.201
31 C 1.776 0.404 -1.231
32 C 2.947 1.134 -0.591
33 C 2.397 2.336 0.276
34 C -1.444 -4.100 3.131
35 H 1.372 3.916 -0.869
36 H -0.897 3.139 -0.365
37 H -1.481 0.855 0.419
38 H -0.659 1.691 1.747
39 H 1.330 0.473 1.734
40 H 0.066 -0.670 1.564
41 H 1.826 -1.321 0.026
42 H 2.131 -0.185 -2.093
43 H 3.597 1.574 -1.356
44 H 3.618 0.519 0.042
45 H 2.120 1.924 1.259
46 H 3.209 3.077 0.457
47 H -0.394 -4.298 2.805
48 H -2.056 -4.986 2.842
49 H -1.566 -3.803 4.202
50 C -0.797 1.022 4.832
51 C -0.982 -0.340 4.104
52 O -0.079 -1.253 4.151
53 O -2.098 -0.500 3.419
54 H 0.241 1.349 4.961
55 H -1.169 0.949 5.856
56 H -1.240 1.892 4.336

As for the multiplicity: 5. The total charge is +2. The frontier orbital gap (spin up / spin down) is 6.25 / 5.67 eV. The energy comes out at -44306.324 eV.

6.
Formula: C17H34O2P2Pt
Source: the OMol25 dataset
Level of theory: ωB97M-V/def2-TZVPD

Geometry (Å):
1 P 1.063 -0.504 -0.754
2 P 2.221 2.289 -0.044
3 C 1.309 0.865 -1.965
4 C 2.681 1.390 -1.650
5 H 0.485 1.574 -1.853
6 H 1.228 0.497 -2.982
7 H 3.353 0.594 -1.257
8 H 3.222 1.971 -2.404
9 C 1.007 3.672 -0.425
10 H 0.919 4.344 0.454
11 H -0.011 3.301 -0.645
12 H 1.371 4.267 -1.286
13 C 3.851 3.179 -0.045
14 H 3.754 3.864 -0.911
15 H 4.572 2.371 -0.260
16 H 4.158 3.734 0.865
17 C -0.172 -1.185 -2.282
18 H 0.116 -2.192 -2.617
19 H 0.142 -0.582 -3.132
20 H -1.249 -1.053 -2.220
21 C 2.149 -1.773 -1.779
22 H 3.198 -1.538 -1.587
23 H 1.977 -1.698 -2.878
24 H 1.906 -2.829 -1.540
25 Pt 1.658 0.581 1.015
26 C -2.938 -0.368 -0.812
27 C -3.920 -1.054 -1.421
28 C -4.759 -2.027 -0.704
29 C -4.056 -3.205 0.072
30 C -2.773 -3.608 -0.510
31 C -1.589 -3.051 -0.249
32 C -1.418 -1.923 0.752
33 C -2.244 -0.607 0.504
34 C 1.459 -0.637 2.719
35 H -2.492 0.506 -1.313
36 H -4.139 -0.880 -2.495
37 H -5.396 -2.508 -1.450
38 H -5.502 -1.514 -0.047
39 H -3.963 -2.910 1.133
40 H -4.749 -4.075 0.049
41 H -2.902 -4.269 -1.362
42 H -0.691 -3.412 -0.770
43 H -0.340 -1.635 0.717
44 H -1.474 -2.217 1.836
45 H -2.887 -0.444 1.379
46 H -1.507 0.221 0.608
47 H 1.954 0.164 3.337
48 H 2.114 -1.504 2.566
49 H 0.509 -0.944 3.165
50 C 1.875 2.598 4.128
51 O 0.639 2.201 3.461
52 C 0.412 1.807 2.205
53 O -0.687 1.988 1.692
54 H 1.695 2.446 5.192
55 H 2.062 3.652 3.949
56 H 2.797 2.068 3.851

As for the multiplicity: 5. The total charge is +2. The frontier orbital gap (spin up / spin down) is 6.27 / 5.08 eV. The energy comes out at -44073.401 eV.

7.
Formula: C17H34O7
Source: the OMol25 dataset
Level of theory: ωB97M-V/def2-TZVPD

Geometry (Å):
1 O -63.101 2.919 -9.426
2 C -62.404 3.621 -10.226
3 O -62.329 4.974 -10.008
4 C -63.000 5.664 -8.920
5 C -62.895 7.177 -9.213
6 C -61.695 3.149 -11.463
7 H -62.682 5.440 -7.856
8 H -64.023 5.259 -9.061
9 H -63.216 7.652 -8.479
10 H -63.686 7.387 -10.109
11 H -61.837 7.300 -9.562
12 H -61.995 2.232 -11.567
13 H -60.694 3.059 -11.386
14 H -62.017 3.542 -12.148
15 O -54.568 5.331 -6.742
16 C -54.364 5.191 -7.978
17 O -54.857 6.031 -8.982
18 C -55.609 7.210 -8.576
19 C -55.952 7.853 -9.875
20 C -53.454 3.981 -8.581
21 H -54.847 7.628 -8.050
22 H -56.426 6.814 -7.840
23 H -56.631 7.339 -10.503
24 H -55.297 8.330 -10.543
25 H -56.448 8.884 -9.535
26 H -53.408 4.206 -9.600
27 H -54.002 2.982 -8.303
28 H -52.656 4.100 -8.020
29 C -61.676 7.701 -3.867
30 C -62.918 6.835 -3.971
31 O -63.595 6.673 -5.027
32 C -63.335 5.977 -2.777
33 H -62.019 8.440 -3.362
34 H -61.342 7.952 -4.867
35 H -60.871 7.203 -3.219
36 H -64.291 5.417 -2.837
37 H -63.497 6.749 -1.937
38 H -62.530 5.334 -2.488
39 C -59.150 5.055 -8.361
40 C -59.580 5.660 -7.127
41 O -59.658 4.946 -5.982
42 C -59.828 7.186 -6.972
43 H -59.099 5.702 -9.203
44 H -59.725 4.245 -8.704
45 H -58.227 4.775 -8.266
46 H -60.960 7.218 -6.918
47 H -59.556 7.900 -7.826
48 H -59.395 7.332 -5.989
49 C -60.859 0.786 -6.697
50 C -59.463 0.177 -7.262
51 O -59.066 -0.972 -6.608
52 C -58.747 0.777 -8.497
53 H -61.448 0.050 -6.540
54 H -61.200 1.766 -7.372
55 H -60.770 1.607 -5.746
56 H -57.864 0.203 -8.792
57 H -58.528 1.795 -8.097
58 H -59.463 0.856 -9.272

Its SMILES is CCOC(C)=O.CCOC(C)=O.CC(C)=O.CC(C)=O.CC(C)=O. The frontier orbital gap is 9.68 eV. The energy comes out at -32503.087 eV.

8.
Formula: C17H35BBrCl8N2O2
Source: the OMol25 dataset
Level of theory: ωB97M-V/def2-TZVPD

Geometry (Å):
1 C 4.283 3.969 -0.695
2 C 2.954 3.311 -0.122
3 C 1.827 3.563 -1.175
4 C 3.228 1.763 -0.073
5 C 3.674 1.191 1.324
6 Br 5.665 1.124 1.428
7 B 3.165 -0.359 1.331
8 N 1.952 -0.850 2.030
9 O 3.888 -1.332 0.570
10 C 3.085 1.950 2.574
11 C 2.079 3.064 2.175
12 C 0.676 2.542 1.772
13 C 1.875 3.939 3.465
14 N 2.741 3.928 1.190
15 O 2.283 5.119 1.131
16 H 5.148 3.324 -0.449
17 H 4.447 4.900 -0.126
18 H 4.243 4.122 -1.779
19 H 1.247 2.635 -1.360
20 H 2.214 3.855 -2.167
21 H 1.092 4.330 -0.888
22 H 2.367 1.152 -0.410
23 H 4.033 1.576 -0.802
24 H 2.104 -0.853 3.037
25 H 1.158 -0.223 1.908
26 H 4.302 -1.882 1.241
27 H 3.939 2.468 3.053
28 H 2.672 1.288 3.349
29 H 0.609 2.116 0.759
30 H 0.445 1.707 2.474
31 H -0.109 3.298 1.922
32 H 0.888 4.424 3.480
33 H 1.932 3.286 4.355
34 H 2.680 4.684 3.574
35 Cl -2.752 2.024 0.069
36 C -3.754 0.970 1.098
37 C -3.466 1.188 2.563
38 Cl -1.840 0.592 2.981
39 H -3.579 -0.063 0.804
40 H -4.792 1.214 0.881
41 H -4.176 0.631 3.174
42 H -3.534 2.239 2.836
43 Cl -6.146 0.115 -1.249
44 C -5.649 -0.646 -2.784
45 C -4.697 -1.802 -2.566
46 Cl -3.107 -1.260 -1.968
47 H -5.206 0.122 -3.414
48 H -6.558 -1.004 -3.268
49 H -4.519 -2.317 -3.508
50 H -5.098 -2.522 -1.855
51 Cl -0.368 -3.654 -0.841
52 C 1.190 -3.704 0.027
53 C 2.368 -3.764 -0.916
54 Cl 2.454 -5.318 -1.787
55 H 1.173 -4.559 0.701
56 H 1.248 -2.796 0.628
57 H 3.294 -3.663 -0.353
58 H 2.327 -2.966 -1.654
59 Cl -5.082 -4.516 -4.637
60 C -3.813 -5.520 -3.889
61 C -4.391 -6.671 -3.101
62 Cl -5.249 -6.118 -1.641
63 H -3.198 -4.876 -3.262
64 H -3.192 -5.901 -4.699
65 H -3.588 -7.328 -2.769
66 H -5.087 -7.255 -3.700

As for the multiplicity: 2. The frontier orbital gap (spin up / spin down) is 8.75 / 9.85 eV. The energy comes out at -196170.622 eV.